{"formula": "C31H35CrN3O5PS", "method": "ωB97M-V/def2-TZVPD", "species": ["Cr", "O", "C", "C", "N", "C", "C", "O", "O", "C", "C", "O", "O", "H", "H", "H", "H", "H", "H", "H", "H", "H", "C", "C", "C", "C", "C", "C", "C", "P", "C", "C", "C", "C", "C", "C", "C", "C", "C", "C", "C", "C", "C", "C", "H", "H", "H", "H", "H", "H", "H", "H", "H", "H", "H", "H", "H", "H", "H", "H", "H", "H", "H", "H", "C", "N", "C", "C", "N", "C", "S", "H", "H", "H", "H", "H", "H"], "xyz": [[0.006, -0.418, 0.147], [-0.549, -0.181, 2.253], [0.465, -0.404, 3.242], [1.651, 0.458, 2.883], [1.989, 0.186, 1.485], [2.430, 1.399, 0.787], [1.190, 2.243, 0.503], [1.148, 3.431, 0.762], [0.224, 1.538, -0.003], [2.934, -0.903, 1.332], [2.824, -1.464, -0.072], [3.682, -2.205, -0.520], [1.744, -1.119, -0.700], [-0.784, 0.759, 2.259], [0.709, -1.462, 3.179], [0.071, -0.192, 4.236], [2.494, 0.279, 3.558], [1.384, 1.515, 2.980], [2.864, 1.105, -0.168], [3.167, 1.966, 1.362], [2.681, -1.711, 2.021], [3.969, -0.605, 1.532], [-3.681, -2.537, 0.358], [-4.569, -1.416, 0.817], [-5.847, -1.721, 1.281], [-6.726, -0.736, 1.699], [-6.338, 0.592, 1.639], [-5.070, 0.914, 1.176], [-4.165, -0.072, 0.778], [-2.532, 0.409, 0.049], [-2.538, 2.235, 0.232], [-2.432, 3.013, -0.921], [-2.295, 4.388, -0.850], [-2.258, 5.009, 0.389], [-2.369, 4.246, 1.535], [-2.511, 2.861, 1.481], [-2.659, 2.131, 2.796], [-2.893, 0.097, -1.697], [-4.145, 0.307, -2.280], [-4.364, -0.041, -3.599], [-3.328, -0.616, -4.333], [-2.091, -0.821, -3.753], [-1.847, -0.458, -2.422], [-0.487, -0.648, -1.823], [-4.265, -3.444, 0.199], [-2.909, -2.756, 1.094], [-3.163, -2.301, -0.573], [-6.156, -2.760, 1.303], [-7.713, -1.004, 2.054], [-7.015, 1.382, 1.940], [-4.792, 1.956, 1.111], [-2.432, 2.534, -1.891], [-2.202, 4.967, -1.760], [-2.134, 6.082, 0.463], [-2.339, 4.728, 2.507], [-3.560, 2.462, 3.318], [-1.815, 2.355, 3.458], [-2.751, 1.050, 2.698], [-4.949, 0.732, -1.691], [-5.335, 0.119, -4.051], [-3.494, -0.904, -5.365], [-1.288, -1.265, -4.331], [0.175, 0.158, -2.159], [-0.058, -1.579, -2.193], [-0.641, -5.883, 0.974], [0.152, -5.238, -0.057], [0.812, -5.873, -1.101], [1.421, -4.911, -1.822], [1.117, -3.709, -1.223], [0.365, -3.906, -0.132], [-0.254, -2.778, 0.990], [-0.708, -6.942, 0.741], [-1.638, -5.447, 1.000], [-0.176, -5.749, 1.949], [0.776, -6.940, -1.231], [2.041, -4.973, -2.698], [1.505, -2.782, -1.424]], "multiplicity": 2, "homo_ev": [-7.849, -7.510], "gap_ev": [8.25, 7.92], "e_lumo_ha": [0.0148, 0.0150]}